{"formula": "C2HO2S2", "method": "ωB97M-V/def2-TZVPD", "smiles": "O=C([O-])C(=S)S", "relative_energy_ev": 1.891, "energy_ha": -1023.6558, "spin_multiplicity": 1, "largest_force_ev_per_a": 7.74, "homo_ev": -3.57, "lumo_energy_ev": 3.362, "charge": -1, "symbols": ["S", "O", "H", "C", "C", "S", "O"], "coordinates": [[1.1817, -1.2935, -1.6454], [-0.9310, 1.3488, -0.4872], [-1.1461, -0.2980, 1.7144], [0.1741, 0.9447, -0.2713], [0.2630, -0.7516, -0.5640], [-0.8283, -1.3075, 1.1477], [1.2866, 1.3571, 0.1057]], "forces_ev_per_angstrom": [[1.49, -2.76, -2.12], [-1.79, 1.53, -0.16], [-0.99, 5.06, 1.67], [2.65, -2.53, -0.02], [-2.40, 4.98, 4.72], [2.22, -6.35, -3.81], [-1.19, 0.08, -0.27]]}